{
  "formula": "C31H34N2O3S4Tc",
  "method": "ωB97M-V/def2-TZVPD",
  "total_energy_ha": -3209.849406,
  "lumo_energy_ev": [-5.620, -6.897],
  "s_squared": 3.78,
  "multiplicity": 4,
  "homo_lumo_gap_ev": [7.0949, 6.1469],
  "charge": 2,
  "mol_weight_g_mol": 708.89,
  "elements": ["Tc", "O", "C", "C", "C", "C", "C", "C", "C", "C", "N", "H", "H", "H", "H", "H", "H", "H", "H", "H", "H", "H", "O", "S", "C", "C", "C", "C", "S", "O", "C", "C", "C", "C", "C", "C", "C", "C", "C", "C", "C", "C", "H", "H", "H", "H", "H", "H", "H", "H", "H", "H", "H", "H", "H", "H", "H", "H", "H", "H", "S", "C", "C", "C", "C", "C", "C", "S", "H", "H", "H", "H", "N", "C", "H"],
  "positions_angstrom": [[0.70161, -0.33491, 0.41959], [1.98812, -2.12567, 0.67602], [1.77721, -3.51554, 0.87232], [0.50619, -3.71588, 1.69314], [0.66708, -2.95080, 2.95543], [-0.67405, -2.45144, 3.51704], [-1.14158, -2.88256, 4.77162], [-2.24822, -2.24967, 5.32257], [-3.02239, -1.38416, 4.55063], [-2.60880, -1.13860, 3.26564], [-1.44163, -1.60808, 2.75954], [2.92126, -1.91084, 0.68838], [2.65365, -3.87842, 1.43701], [1.63047, -3.96573, -0.14643], [0.46940, -4.74068, 1.97257], [-0.37617, -3.39986, 1.12084], [1.40844, -2.16760, 2.81078], [1.13062, -3.64472, 3.69197], [-0.59491, -3.54796, 5.42662], [-2.65547, -2.40719, 6.33502], [-3.86284, -0.87667, 5.05608], [-3.20752, -0.44851, 2.74963], [0.45731, -1.36422, -1.54517], [1.08213, -1.03403, -2.90049], [0.45516, 0.59996, -3.50604], [-0.95953, 0.72346, -4.07574], [-2.01197, 0.70135, -2.98757], [-2.16642, 2.02010, -2.16381], [-1.85993, 1.68862, -0.37945], [-0.47427, 1.04526, -0.55366], [-1.41741, 3.23765, 0.33406], [-2.01543, 3.60344, 1.55383], [-1.42242, 4.61693, 2.29511], [-0.30895, 5.27703, 1.93034], [0.20347, 5.02931, 0.63530], [-0.31621, 3.99695, -0.17728], [0.23259, -2.24024, -3.94656], [-1.08204, -2.48025, -3.78386], [-1.66095, -3.46077, -4.58019], [-0.96908, -4.07516, -5.60854], [0.36074, -3.77317, -5.87247], [0.94637, -2.79829, -4.96653], [1.09573, 0.68834, -4.39764], [0.63508, 1.31633, -2.66075], [-1.16637, -0.03895, -4.82576], [-1.10050, 1.63450, -4.62462], [-1.73112, -0.05232, -2.23292], [-3.03537, 0.52832, -3.33925], [-3.10248, 2.51181, -2.22122], [-1.44171, 2.83866, -2.44569], [-2.85165, 2.96678, 1.93078], [-1.86452, 4.82593, 3.24499], [0.21866, 6.03785, 2.53977], [1.03882, 5.54330, 0.18690], [0.09251, 3.88575, -1.16534], [-1.64216, -2.17128, -2.86485], [-2.62272, -3.80766, -4.34003], [-1.40043, -4.95201, -6.11976], [0.96251, -4.24900, -6.64230], [1.89813, -2.46115, -5.22726], [1.22136, 0.70535, 2.41485], [2.48374, 1.89663, 2.12349], [2.92229, 2.81380, 3.06305], [3.95081, 3.69151, 2.69739], [4.48395, 3.81151, 1.43044], [4.04519, 2.87879, 0.44551], [3.03650, 1.96743, 0.84384], [2.56288, 0.83058, -0.40893], [2.44518, 2.84505, 4.06084], [4.29336, 4.37158, 3.43675], [5.29587, 4.58336, 1.24876], [4.44487, 2.82980, -0.55814], [-2.17678, -1.24309, 0.58500], [-1.17103, -1.12811, 1.27706], [-2.91423, -1.86781, 0.89772]],
  "atomic_forces_ev_per_a": [[0.03, -0.06, -1.46], [-0.13, 1.40, 0.08], [-0.71, -1.06, -0.82], [0.64, 0.45, -1.18], [-0.55, 0.03, 1.94], [0.70, -0.28, -0.07], [-0.02, 1.21, 0.16], [-1.15, -0.14, 0.15], [0.53, -0.15, 0.75], [0.20, 0.00, 1.37], [-0.11, -0.47, 0.80], [0.29, 0.20, -0.09], [-0.38, -0.26, -0.53], [0.57, 0.07, 1.04], [-0.50, -1.07, -0.34], [0.28, -0.40, 0.01], [-0.45, 0.53, 0.30], [-0.46, 0.65, -0.14], [0.32, -0.13, -0.49], [0.84, -0.34, -0.44], [0.38, -0.30, -0.90], [-0.21, 0.67, -1.37], [-0.22, 0.49, 1.30], [-0.40, -0.14, -0.58], [-0.26, -0.16, -0.60], [-0.48, -0.43, 0.72], [-0.95, 0.39, 1.54], [2.20, 0.73, 0.06], [-0.33, 0.44, -0.48], [0.82, -0.55, 0.44], [0.60, 1.23, 0.04], [0.29, -1.46, -1.02], [-1.66, -0.72, 1.35], [2.14, 1.18, -1.85], [-0.45, -1.40, -0.69], [-0.97, 0.72, 1.76], [1.68, 1.76, -0.15], [-2.56, -1.44, 1.74], [0.70, 0.55, 0.06], [0.61, -1.50, -0.66], [0.15, 1.86, 2.22], [-1.04, -1.86, -2.55], [0.45, 0.53, 0.64], [0.28, -0.60, -0.98], [0.11, -0.28, 0.18], [0.50, 0.77, -0.31], [-0.42, -0.13, -0.53], [0.42, -0.49, -0.26], [-1.25, 0.13, -0.07], [-0.38, -0.98, 0.25], [0.71, 0.90, -0.18], [-0.21, 0.19, 0.52], [-0.74, -0.63, -0.24], [0.14, 0.40, 0.40], [0.12, -0.43, -0.14], [0.61, 0.08, -1.07], [-1.22, -0.23, 0.14], [-0.08, 0.78, 0.11], [-0.22, 0.16, 0.15], [1.70, 0.37, 0.11], [-0.43, -0.10, 0.18], [0.04, 0.30, -0.78], [-0.06, -0.06, 0.33], [-0.78, 0.21, 0.44], [0.72, -0.62, -1.33], [-0.41, 0.64, 1.93], [1.03, 0.12, -1.21], [-0.42, -0.49, 0.30], [0.59, 0.00, -0.63], [0.25, 0.49, 0.62], [-1.21, -1.19, 0.05], [-0.01, 0.14, 0.03], [-0.81, -0.53, -2.19], [1.37, -0.04, 1.82], [-0.38, 0.35, 0.30]]
}